(w)
ORCA calculation (the ωB97M-V functional and the def2-TZVPD basis) on 2 unconnected molecules or ions with the total composition C3H3NOS.

Geometry as XYZ:
```
9
Properties=species:S:1:pos:R:3:nbo_charge:R:1
C -2.61807 0.49292 -0.41845 -0.43
C -1.45644 0.78189 -0.24959 -0.40
C 0.88865 1.53846 -0.02396 0.96
N 1.25351 0.33380 -0.23523 -0.79
O 1.18075 2.63532 0.06103 -0.41
S 2.91753 -0.26616 -0.30294 0.21
H -3.59390 0.42160 -0.90235 0.23
H 0.43944 -0.25483 -0.10427 0.49
H 2.85523 -1.03002 0.86797 0.14
```

## Properties
HOMO level (spin up / spin down) ... -9.22 / -9.22 eV
Orbital gap (spin up / spin down) ... 8.187 / 8.188 eV
Lowest unoccupied orbital energy (spin up / spin down) ... -0.0381 / -0.0381 Ha

=====

(x)
ORCA calculation (the ωB97M-V functional and the def2-TZVPD basis) on C3H3NOS in the gas phase.

Geometry as XYZ:
```
9
Properties=species:S:1:pos:R:3:nbo_charge:R:1
C -0.85454 -0.69269 2.24573 -0.15
C -0.41603 -0.48682 1.14384 -0.12
C -0.07145 -0.42858 -0.25592 0.58
O -0.26387 -1.34457 -1.02425 -0.57
N 0.43038 0.79498 -0.58477 -0.73
S 0.96739 1.15577 -2.16662 0.16
H -1.07366 -0.51822 3.30230 0.25
H 0.77278 1.48824 0.07558 0.42
H 0.50900 0.03188 -2.73588 0.16
```

## Properties
Structure (SMILES) ... C#CC(=O)NS
HOMO level ... -8.94 eV
Orbital gap ... 9.507 eV
Lowest unoccupied orbital energy ... 0.0209 Ha

=====

(y)
ORCA calculation (the ωB97M-V functional and the def2-TZVPD basis) on 2 unconnected molecules or ions with the total composition C3H3NOS.

Geometry as XYZ:
```
9
Properties=species:S:1:pos:R:3:nbo_charge:R:1
C -1.20560 -0.75311 0.53788 0.17
C 2.69185 -0.66229 0.23459 0.43
C -1.53877 0.66912 0.40976 -0.37
N -0.78509 -0.13168 -0.57439 -0.61
O 2.89560 -0.47747 1.34964 -0.44
S 2.21477 -1.00332 -1.18398 0.01
H -2.51988 0.96319 -0.05840 0.19
H -0.96774 1.44066 0.85839 0.19
H -0.78516 -0.04511 -1.57351 0.43
```

## Properties
HOMO level ... -9.19 eV
Orbital gap ... 9.665 eV
Lowest unoccupied orbital energy ... 0.0173 Ha

=====

(x) is favored, and the nearest alternative lies 119.3 kJ/mol above it.

=====

(w)
ORCA calculation (the ωB97M-V functional and the def2-TZVPD basis) on a molecular structure, C5H6N2.

Geometry as XYZ:
```
13
Properties=species:S:1:pos:R:3:nbo_charge:R:1
C 2.34039 0.03196 0.25133 0.20
C -0.28653 2.09738 0.41164 -0.44
C -0.10248 1.12302 -0.44470 -0.17
C 0.93053 -0.45663 0.14598 0.22
C -0.96784 -1.90856 -0.09074 -0.45
N 3.20796 0.79773 0.16274 -0.27
N 0.40506 -1.59087 0.20981 -0.39
H -0.96599 2.82390 0.04931 0.22
H 0.36936 2.11598 1.27832 0.23
H -0.57272 0.92198 -1.37595 0.20
H -1.55725 -2.40138 0.76705 0.23
H -1.04862 -2.57566 -0.97790 0.23
H -1.75187 -0.97885 -0.38689 0.18
```

## Properties
HOMO level ... -9.54 eV
Orbital gap ... 9.766 eV
Lowest unoccupied orbital energy ... 0.0085 Ha

=====

(x)
ORCA calculation (the ωB97M-V functional and the def2-TZVPD basis) on a molecular structure, C5H6N2.

Geometry as XYZ:
```
13
Properties=species:S:1:pos:R:3:nbo_charge:R:1
N 0.49170 -2.79214 0.03424 -0.30
C 0.04614 -1.84146 -0.45342 0.26
C -0.59213 -0.62598 -0.97601 -0.30
C -1.34226 0.29900 -0.07279 0.10
C -0.43448 0.47989 1.14606 -0.56
C 0.83789 0.74576 0.33491 -0.23
N 0.36108 0.49203 -1.06086 -0.51
H -1.05685 -0.82124 -1.94307 0.25
H -0.06044 1.30566 -1.49999 0.41
H -0.74650 1.33786 1.74523 0.22
H -0.38093 -0.40368 1.79671 0.23
H 1.21354 1.76637 0.40950 0.22
H 1.66323 0.05793 0.53950 0.21
```

## Properties
HOMO level ... -8.92 eV
Orbital gap ... 9.044 eV
Lowest unoccupied orbital energy ... 0.0045 Ha

=====

(y)
ORCA calculation (the ωB97M-V functional and the def2-TZVPD basis) on C5H6N2 in the gas phase.

Geometry as XYZ:
```
13
Properties=species:S:1:pos:R:3:nbo_charge:R:1
C -2.47267 -0.01426 0.20755 -0.65
C -0.88639 0.01112 -0.11130 0.46
N -0.07592 1.23852 -0.17830 -0.44
C 1.17570 1.11802 0.00696 0.07
C 1.85123 -0.06976 0.17287 -0.31
C 1.07197 -1.20118 0.02878 0.04
N -0.30192 -1.11370 -0.27938 -0.48
H -2.70579 -0.66516 0.99228 0.23
H -2.59174 1.03738 0.57754 0.23
H -3.03518 -0.10197 -0.77558 0.24
H 1.71978 1.93048 0.02559 0.17
H 3.01598 -0.09916 0.35552 0.23
H 1.80281 -2.03896 0.19924 0.22
```

## Properties
Structure (SMILES) ... Cc1ncccn1
HOMO level ... -9.22 eV
Orbital gap ... 10.014 eV
Lowest unoccupied orbital energy ... 0.0292 Ha

=====

(y) is favored, and the nearest alternative lies 214.3 kJ/mol above it.

=====

(w)
ORCA calculation (the ωB97M-V functional and the def2-TZVPD basis) on 2 unconnected molecules or ions with the total composition C5H6N2.

Geometry as XYZ:
```
13
Properties=species:S:1:pos:R:3:nbo_charge:R:1
C -0.95659 0.38149 -1.97250 -0.13
C 0.92239 -0.82616 -1.77567 0.14
C -0.78148 0.18604 -0.60431 0.06
C -0.44441 -0.56495 0.66389 0.06
C 0.35763 0.67750 2.41208 -0.57
N 0.09704 -0.29218 -2.63590 -0.42
N 0.40558 -0.48879 -0.49056 -0.38
H -1.61577 1.07872 -2.47983 0.22
H 1.83669 -1.28476 -2.13981 0.23
H -1.03413 -1.37243 1.03736 0.20
H 0.77721 1.59102 2.04117 0.20
H 0.91366 -0.11412 2.90705 0.20
H -0.47781 1.02862 3.03706 0.19
```

## Properties
HOMO level (spin up / spin down) ... -8.59 / -8.59 eV
Orbital gap (spin up / spin down) ... 9.128 / 9.127 eV
Lowest unoccupied orbital energy (spin up / spin down) ... 0.0197 / 0.0197 Ha

=====

(x)
ORCA calculation (the ωB97M-V functional and the def2-TZVPD basis) on C5H6N2 in the gas phase.

Geometry as XYZ:
```
13
Properties=species:S:1:pos:R:3:nbo_charge:R:1
C -1.85780 -0.51105 -0.20299 -0.64
C -0.82507 0.44024 -0.75896 -0.15
N -0.63513 1.71244 -0.04125 -0.33
C 0.32669 0.91561 -0.06047 0.23
C 1.73420 0.52905 0.49533 -0.21
C 2.09964 -0.87661 0.70427 0.10
N 2.50859 -0.41989 -0.39040 -0.24
H -2.15341 -0.04350 0.70649 0.22
H -1.52684 -1.61400 -0.01932 0.21
H -2.74077 -0.43220 -0.86876 0.22
H -0.84640 0.52913 -1.84164 0.17
H 2.08319 1.42477 0.99205 0.21
H 1.83311 -1.65398 1.28565 0.21
```

## Properties
Structure (SMILES) ... C[C@H]1N=C1[C@H]1C=N1
HOMO level ... -9.62 eV
Orbital gap ... 10.048 eV
Lowest unoccupied orbital energy ... 0.0156 Ha

=====

(x) is favored, and the nearest alternative lies 174.9 kJ/mol above it.

=====

(w)
ORCA calculation (the ωB97M-V functional and the def2-TZVPD basis) on C5H6N2 in the gas phase.

Geometry as XYZ:
```
13
Properties=species:S:1:pos:R:3:nbo_charge:R:1
C -0.04503 1.60630 -0.06807 -0.24
C -0.57584 0.40909 0.05753 -0.19
C -2.02298 0.09364 0.04528 0.01
N -2.06795 -1.20271 0.10301 -0.26
N -0.71673 -1.86665 -0.20962 -0.21
C 0.04351 -0.85377 0.03629 0.22
C 1.62628 -0.91261 0.16300 -0.70
H -0.50998 2.50526 0.00478 0.19
H 1.05814 1.80304 -0.45190 0.21
H -2.74294 1.04286 0.06606 0.23
H 2.26090 -0.30770 -0.66948 0.22
H 1.70056 -0.29543 1.10826 0.25
H 1.99207 -2.02131 -0.18513 0.27
```

## Properties
Structure (SMILES) ... C=C1C=NN=C1C
HOMO level ... -9.67 eV
Orbital gap ... 8.991 eV
Lowest unoccupied orbital energy ... -0.0249 Ha

=====

(x)
ORCA calculation (the ωB97M-V functional and the def2-TZVPD basis) on a molecular structure, C5H6N2.

Geometry as XYZ:
```
13
Properties=species:S:1:pos:R:3:nbo_charge:R:1
N 2.57197 -0.94469 1.47954 -0.31
C 1.77053 -0.25618 1.01654 0.27
C 0.66547 0.52614 0.48603 -0.17
C 0.33161 0.54314 -1.01432 -0.42
C -1.09468 0.34675 -0.51624 -0.13
C -1.19087 -0.99438 0.06582 -0.26
N -0.66606 0.04268 0.94225 -0.36
H 0.72235 1.56570 0.82017 0.24
H 0.73207 -0.31144 -1.57057 0.22
H 0.57137 1.45553 -1.55990 0.23
H -1.75713 1.15111 -0.22876 0.25
H -0.48861 -1.75455 -0.27536 0.21
H -2.16802 -1.36979 0.35481 0.23
```

## Properties
HOMO level ... -9.98 eV
Orbital gap ... 10.851 eV
Lowest unoccupied orbital energy ... 0.0320 Ha

=====

(y)
ORCA calculation (the ωB97M-V functional and the def2-TZVPD basis) on a molecular structure, C5H6N2.

Geometry as XYZ:
```
13
Properties=species:S:1:pos:R:3:nbo_charge:R:1
C -1.39164 -1.92772 -0.23519 -0.67
C 0.65170 1.24129 0.69750 0.43
C -0.47544 -0.78064 0.06906 0.08
N 0.59837 -0.72990 0.66718 -0.44
N 0.26461 1.81361 1.71564 -0.61
C 1.28385 1.51644 -0.49947 -0.15
C 1.87756 1.75207 -1.52417 -0.09
H 0.54159 1.45286 2.62720 0.40
H -0.89606 0.28062 -0.16712 0.12
H -1.61739 -1.94805 -1.30329 0.23
H -0.91741 -2.86460 0.04988 0.23
H -2.33435 -1.81061 0.30335 0.23
H 2.41461 2.00464 -2.40058 0.24
```

## Properties
HOMO level ... -8.29 eV
Orbital gap ... 8.087 eV
Lowest unoccupied orbital energy ... -0.0073 Ha

=====

(z)
ORCA calculation (the ωB97M-V functional and the def2-TZVPD basis) on C5H6N2 in the gas phase.

Geometry as XYZ:
```
13
Properties=species:S:1:pos:R:3:nbo_charge:R:1
C 1.74969 0.35915 -0.02572 -0.32
C 0.71100 1.27598 0.09615 -0.09
C -0.80604 1.02982 -0.27761 -0.14
C -1.60309 0.03406 0.60477 -0.25
N -1.03744 -0.49722 -0.60995 -0.23
N -0.06096 -1.34349 -0.11062 -0.24
C 1.17848 -0.97056 0.09615 0.02
H 2.73440 0.68888 0.35351 0.24
H 0.86479 2.33224 0.23940 0.20
H -1.24470 1.66588 -0.84869 0.20
H -1.17128 -0.55278 1.46565 0.22
H -2.63467 0.19349 0.65300 0.20
H 1.76007 -1.81344 0.21867 0.20
```

## Properties
Structure (SMILES) ... C1=C[C@@H]2CN2N=C1
HOMO level ... -8.30 eV
Orbital gap ... 8.485 eV
Lowest unoccupied orbital energy ... 0.0067 Ha

=====

(x) is favored, and the nearest alternative lies 130.6 kJ/mol above it.

=====

(w)
ORCA calculation (the ωB97M-V functional and the def2-TZVPD basis) on C5H6N2 in the gas phase.

Geometry as XYZ:
```
13
Properties=species:S:1:pos:R:3:nbo_charge:R:1
N 0.09608 1.35886 2.87775 -0.40
C -0.17447 0.64946 1.99077 0.21
C -0.52757 -0.24470 0.96847 -0.32
C -1.28273 0.10095 -0.30519 -0.42
C -0.07505 -0.43122 -1.07708 -0.03
C 1.23043 0.23249 -0.77312 -0.21
N 0.65179 -0.76548 0.16133 -0.45
H 0.54828 -1.59949 0.75296 0.51
H -1.51693 1.15223 -0.47661 0.21
H -2.17850 -0.50796 -0.46409 0.22
H -0.11061 -1.13153 -1.90967 0.22
H 1.25063 1.24515 -0.37055 0.24
H 2.08865 -0.05875 -1.37497 0.23
```

## Properties
HOMO level ... -7.40 eV
Orbital gap ... 7.999 eV
Lowest unoccupied orbital energy ... 0.0219 Ha

=====

(x)
ORCA calculation (the ωB97M-V functional and the def2-TZVPD basis) on C5H6N2 in the gas phase.

Geometry as XYZ:
```
13
Properties=species:S:1:pos:R:3:nbo_charge:R:1
C 0.52769 1.11549 0.40111 -0.24
C 0.74279 -0.11132 1.37066 -0.51
C 0.86892 -1.23505 0.39230 0.28
N -0.18468 -1.63709 -0.12643 -0.32
C -1.02250 -1.20065 -1.01356 -0.13
C -0.75328 0.15009 -1.49717 0.06
N -0.02347 1.05142 -0.95004 -0.41
H 1.48257 1.64658 0.31368 0.21
H -0.15649 1.78974 0.93507 0.23
H 1.65036 0.06085 1.95812 0.23
H -0.11053 -0.23709 2.04892 0.22
H -1.83690 -1.82286 -1.37440 0.21
H -1.19737 0.42533 -2.46060 0.18
```

## Properties
HOMO level (spin up / spin down) ... -8.33 / -8.33 eV
Orbital gap (spin up / spin down) ... 8.456 / 8.456 eV
Lowest unoccupied orbital energy (spin up / spin down) ... 0.0047 / 0.0047 Ha

=====

(y)
ORCA calculation (the ωB97M-V functional and the def2-TZVPD basis) on a molecular structure, C5H6N2.

Geometry as XYZ:
```
13
Properties=species:S:1:pos:R:3:nbo_charge:R:1
N -1.95631 1.02414 1.95923 -0.30
C -0.97499 0.63743 1.48367 0.27
C 0.24876 0.09496 0.87129 -0.17
C 0.08661 -1.25848 0.15187 -0.53
C 0.60725 -0.77226 -1.21144 0.06
C -0.11949 0.50411 -1.41424 -0.37
N 0.69379 0.96193 -0.26186 -0.50
H 1.02658 0.08162 1.63802 0.25
H -0.94307 -1.63139 0.09220 0.23
H 0.71574 -2.03015 0.60031 0.22
H 1.67064 0.71711 -0.46398 0.39
H -1.18319 0.58113 -1.16174 0.21
H 0.11791 1.08362 -2.30644 0.22
```

## Properties
HOMO level ... -8.90 eV
Orbital gap ... 8.922 eV
Lowest unoccupied orbital energy ... 0.0010 Ha

=====

(x) is favored, and the nearest alternative lies 98.8 kJ/mol above it.

=====

(w)
ORCA calculation (the ωB97M-V functional and the def2-TZVPD basis) on C5H6N2 in the gas phase.

Geometry as XYZ:
```
13
Properties=species:S:1:pos:R:3:nbo_charge:R:1
N -2.12732 2.55955 -0.20542 -0.30
C -1.58777 1.55864 -0.41127 0.27
C -0.80910 0.36330 -0.73675 -0.35
C 1.53528 -0.67645 -0.84991 -0.01
C 0.83469 -1.05714 0.40341 -0.27
C 0.48432 0.01964 1.36379 -0.25
N -0.52900 -0.47772 0.44264 -0.34
H -1.35599 -0.24757 -1.46077 0.25
H 0.11075 0.72927 -1.21930 0.25
H 1.28223 -1.47775 -1.57808 0.10
H 0.87450 -2.09642 0.73374 0.22
H 0.89562 1.00998 1.17447 0.21
H 0.29210 -0.22454 2.40588 0.22
```

## Properties
HOMO level (spin up / spin down) ... -9.15 / -9.08 eV
Orbital gap (spin up / spin down) ... 7.893 / 7.892 eV
Lowest unoccupied orbital energy (spin up / spin down) ... -0.0460 / -0.0436 Ha

=====

(x)
ORCA calculation (the ωB97M-V functional and the def2-TZVPD basis) on a molecular structure, C5H6N2.

Geometry as XYZ:
```
13
Properties=species:S:1:pos:R:3:nbo_charge:R:1
N -0.70312 2.83605 0.76149 -0.43
C -1.16986 1.76685 0.69857 0.23
C -1.58654 0.42158 0.63011 -0.43
C -0.13709 -0.12024 -1.14900 0.16
C 1.26964 -0.49538 -0.81917 -0.47
C 0.64985 -1.02266 0.50934 -0.20
N -0.62530 -0.38070 0.03151 -0.21
H -2.29466 -0.00041 1.32282 0.22
H -0.67642 0.40750 -1.92637 0.23
H 1.82811 -1.15280 -1.48618 0.23
H 1.84891 0.41373 -0.60435 0.25
H 0.60094 -2.10900 0.59354 0.22
H 0.99554 -0.56450 1.43770 0.22
```

## Properties
HOMO level ... -7.43 eV
Orbital gap ... 7.359 eV
Lowest unoccupied orbital energy ... -0.0025 Ha

=====

(y)
ORCA calculation (the ωB97M-V functional and the def2-TZVPD basis) on C5H6N2 in the gas phase.

Geometry as XYZ:
```
13
Properties=species:S:1:pos:R:3:nbo_charge:R:1
C -2.41882 -0.60349 -0.07982 -0.30
C -1.36663 0.18399 0.01591 -0.29
C -0.06184 -0.18318 0.21404 0.19
N 0.48949 -1.35996 0.00958 -0.23
N 1.79980 -1.36365 -0.00127 -0.25
C 2.21464 -0.12355 -0.09618 0.08
C 1.07230 0.92088 0.03510 -0.57
H -3.43284 -0.23205 0.01534 0.20
H -2.31555 -1.77191 0.10216 0.21
H -1.67324 1.22670 -0.20155 0.22
H 3.31394 0.07131 -0.14066 0.20
H 1.45282 1.51824 0.94007 0.27
H 0.92594 1.71667 -0.81270 0.27
```

## Properties
Structure (SMILES) ... C=CC1=NN=CC1
HOMO level ... -8.90 eV
Orbital gap ... 8.559 eV
Lowest unoccupied orbital energy ... -0.0127 Ha

=====

(y) is favored, and the nearest alternative lies 30.2 kJ/mol above it.